[1]
Entry from the Open Molecules 2025 dataset: a structure of composition C47H50IN4O5PPbS (wB97M-V/def2-TZVPD).

charge = -2
E = -3646.3307 a.u.

Element x y z (Å)
Pb -0.128 -0.413 -0.734
I -4.454 1.149 4.523
S 2.124 -2.969 -1.469
P 0.580 -0.840 2.838
O -1.968 -1.703 -0.728
O -2.116 0.826 0.996
O 2.343 -4.410 -1.420
O -2.578 -3.777 -0.133
O 2.896 -2.151 -0.537
N -3.998 -0.431 1.346
N 0.602 -2.574 -1.362
N -0.965 -0.611 -3.270
N -1.069 2.004 -2.100
C 2.211 -3.912 2.553
C 3.355 -0.611 -4.518
C -2.968 3.359 -1.356
C 2.701 -2.389 -3.068
C 0.724 -3.775 2.740
C -1.412 -1.032 -5.484
C 2.945 0.263 1.742
C -1.576 3.236 -1.625
C 2.528 -3.245 -4.195
C -0.029 1.917 5.787
C 0.705 4.336 -1.724
C 2.344 -0.623 2.743
C -1.186 0.341 -5.352
C -4.561 2.272 -3.008
C -0.021 -0.901 5.537
C -1.226 5.428 -0.631
C 2.986 -1.373 -5.681
C -1.379 -5.055 2.889
C 0.247 2.309 3.372
C -0.799 1.827 -3.364
C 1.563 4.947 -0.638
C -0.285 1.090 6.898
C 0.017 -2.559 2.945
C 2.610 -2.715 -5.496
C -0.902 0.577 -3.980
C -0.464 -3.574 -1.235
C -1.402 -2.638 3.130
C 2.234 1.116 0.914
C 2.905 -0.604 -6.999
C 0.135 1.325 4.528
C -0.303 -0.309 6.767
C -3.942 2.264 -1.623
C 5.119 -0.638 2.376
C 3.148 -1.261 3.672
C -3.443 4.540 -0.804
C -3.214 0.654 1.569
C -3.808 1.700 2.456
C 0.178 -0.088 4.403
C 4.533 -1.313 3.453
C 0.014 -5.000 2.813
C -2.087 -3.854 3.109
C 4.360 0.164 1.557
C -1.324 -1.577 -4.196
C -1.777 -2.991 -0.639
C 3.166 -1.093 -3.227
C -2.579 5.510 -0.326
C -0.716 4.303 -1.303
H 0.066 -2.000 5.522
H -3.814 2.371 -3.803
H -0.066 -4.423 -0.606
H 0.618 -5.913 2.691
H 3.679 0.143 -7.046
H -4.757 2.124 2.109
H -0.518 6.212 -0.350
H 2.812 -3.667 3.439
H -0.473 1.505 7.879
H -1.605 -1.608 -6.375
H 3.322 -0.481 -2.317
H -3.387 1.314 -1.511
H -4.716 -0.657 2.041
H -1.944 -6.007 2.840
H 2.366 -4.304 -4.014
H 0.987 3.276 -1.909
H 0.000 3.007 5.862
H -5.124 1.368 -3.171
H -2.965 6.367 0.222
H 1.300 2.552 3.151
H -5.242 3.125 -3.134
H 1.241 4.632 0.362
H -0.226 3.257 3.666
H 6.147 -0.798 2.148
H -1.974 -1.699 3.339
H 1.936 -0.051 -7.049
H -1.429 -2.571 -3.857
H -3.034 2.452 2.627
H 2.956 -1.261 -7.848
H 2.397 -4.987 2.323
H 2.616 -1.740 4.499
H 4.785 0.739 0.727
H 2.594 -3.322 1.728
H -0.478 -0.938 7.609
H 1.516 6.037 -0.656
H -4.510 4.579 -0.629
H 1.195 1.378 1.105
H -0.289 1.990 2.484
H -1.168 1.076 -6.148
H -0.567 2.657 -4.066
H -4.704 2.237 -0.870
H 2.614 4.678 -0.712
H -3.174 -3.867 3.133
H 2.799 1.753 0.214
H 5.149 -1.835 4.170
H 0.803 4.877 -2.661
H -3.581 -1.107 0.682
H 2.312 -3.330 -6.359
H -0.764 -4.001 -2.218
H 3.707 0.408 -4.687

=====

[2]
Entry from the Open Molecules 2025 dataset: a structure of composition C47H50N11O5SSn (wB97M-V/def2-TZVPD).

charge = +3
energy above the lowest of the compared OMol25 structures with the same formula, charge and spin = 2.454 eV
E = -3411.0410 a.u.

Element x y z (Å)
Sn 2.074 0.747 -0.945
S 0.038 -3.120 1.965
O -6.720 -0.308 -2.185
O 0.884 1.696 -2.510
O -0.249 -4.490 1.658
O -0.706 -2.265 2.896
O 1.595 2.840 -0.037
N 1.412 -2.657 1.616
N 2.244 -2.176 3.831
N -1.170 3.450 -2.616
N 4.056 1.931 -0.937
N 1.080 -7.378 5.837
N -6.585 -2.011 -0.621
N -4.629 -1.023 -1.653
N -1.771 -3.007 -0.630
N 3.200 0.073 -2.867
N 2.663 -0.749 1.987
N -0.496 4.111 1.599
C -4.028 -3.294 -2.327
C 2.734 -4.649 3.926
C 3.774 5.619 -0.946
C 5.143 -0.277 -1.341
C 1.594 0.720 -4.653
C 3.289 6.680 -0.173
C 2.094 3.986 -0.002
C 2.849 0.212 -4.122
C -5.043 -2.831 3.249
C 3.203 0.017 4.208
C 0.449 5.056 1.599
C 3.349 4.292 -0.675
C 2.582 -5.906 4.557
C -1.554 4.629 -0.542
C 4.524 -0.616 -2.676
C -1.418 2.838 -3.776
C 1.586 5.184 0.757
C -6.065 -2.319 0.661
C 2.113 6.520 0.566
C 2.752 -1.181 4.672
C -4.371 -3.138 4.525
C -6.002 -1.066 -1.518
C -6.247 -3.610 1.229
C 0.713 1.422 -3.788
C 2.147 -1.871 2.502
C 4.042 7.931 -0.174
C -0.104 0.611 -6.475
C -2.225 4.019 -1.797
C -5.462 -1.289 1.388
C -2.189 -4.164 -1.136
C -1.178 3.491 0.457
C -0.387 -0.030 -7.751
C -2.607 -2.037 -0.759
C -5.593 -3.838 2.425
C -3.236 -4.390 -2.045
C 0.551 -5.043 5.767
C 1.449 -6.114 5.396
C 1.217 0.344 -5.958
C -0.889 1.470 -5.641
C 1.955 -3.561 4.355
C -3.795 -2.153 -1.481
C 4.203 3.238 -1.192
C -5.050 -1.546 2.663
C 5.295 1.191 -1.033
C -0.458 1.927 -4.442
C 0.907 -3.807 5.298
C 3.135 0.195 2.816
H 0.416 5.750 2.458
H 3.443 -4.556 3.049
H -2.434 -1.094 -0.226
H -3.389 -5.370 -2.492
H 1.766 7.328 1.217
H 5.174 -0.414 -3.512
H -2.087 2.956 0.799
H -1.830 1.925 -6.121
H 6.104 -0.797 -1.368
H 1.634 -8.122 5.484
H 3.227 -6.694 4.219
H 0.577 -0.465 -8.144
H -4.659 -4.104 4.882
H -0.275 3.213 -2.186
H -4.757 -2.461 5.262
H -2.771 4.752 -2.360
H 3.662 0.004 -4.847
H 3.590 0.823 4.836
H -2.239 3.152 -4.394
H -4.649 -0.720 3.263
H -5.502 -0.247 1.028
H 3.401 1.118 2.260
H -1.108 4.243 2.427
H 4.325 -1.711 -2.775
H 4.686 7.987 -1.069
H -2.210 5.351 -0.066
H -4.225 -0.235 -2.144
H 4.781 7.956 0.683
H 0.302 -7.449 6.443
H -5.652 -4.770 2.926
H -0.522 2.742 0.057
H 3.530 8.923 -0.057
H -0.239 -5.247 6.461
H 4.993 3.587 -1.823
H -1.565 -4.963 -0.801
H 2.868 -1.380 5.765
H 4.593 5.709 -1.675
H -3.017 3.340 -1.527
H -4.925 -3.302 -2.959
H -7.591 -2.000 -0.625
H -0.731 0.694 -8.514
H 1.933 -0.185 -6.621
H -1.157 -0.795 -7.666
H 5.878 1.282 -0.058
H -6.910 -4.318 0.719
H -0.584 5.083 -0.883
H 0.288 -2.966 5.560
H -3.258 -2.974 4.518
H 4.558 -0.707 -0.569
H 5.887 1.606 -1.816

=====

| no. | HOMO level (eV) | strongest force on any atom (eV Å⁻¹) | gap between HOMO and LUMO (eV) |
| --- | --- | --- | --- |
| 1 | -0.327 | 2.99 | 3.55 |
| 2 | -13.186 | 4.88 | 5.08 |